{"formula": "C11H15N", "method": "ωB97M-V/def2-TZVPD", "lumo_energy_ev": [3.781, 3.722], "total_charge": -1, "homo_energy_ev": [0.8, -2.9], "gap_ev": [3.0, 6.6], "multiplicity": 2, "relative_energy_ev": 1.5607, "species": ["C", "C", "C", "C", "C", "C", "C", "C", "C", "N", "H", "H", "H", "H", "H", "H", "H", "H", "H", "C", "C", "H", "H", "H", "H", "H", "H"], "xyz": [[-0.20644, -0.56546, -3.54922], [-0.23852, 1.22372, -0.25490], [0.46069, 0.82727, -1.41520], [-0.43780, 0.20194, -2.33007], [-1.63680, 0.21957, -1.65429], [0.35805, 1.81739, 0.83910], [1.78176, 1.92606, 0.86766], [1.85635, 0.90314, -1.35994], [2.45274, 1.38763, -0.22524], [-1.55517, 0.75456, -0.40535], [-2.34919, 1.16765, 0.02929], [-0.32307, 2.18917, 1.67106], [-2.42445, -0.25870, -1.95175], [2.45948, 2.46269, 1.51488], [2.51703, 0.58855, -2.24992], [-0.89329, -0.40772, -4.44118], [-0.01330, -1.69436, -3.39394], [3.52899, 1.53246, -0.21019], [0.77226, -0.12592, -3.95467], [-1.25659, -1.14218, 2.69359], [-0.27390, -2.40083, 2.98186], [-2.08994, -1.67454, 2.09844], [-1.60797, -0.58582, 3.59597], [-0.74196, -0.42290, 2.06359], [-0.80339, -3.26093, 2.60084], [0.63578, -2.24971, 2.39678], [0.02865, -2.41277, 4.04279]]}

***

{"formula": "C11H15N", "method": "ωB97M-V/def2-TZVPD", "lumo_energy_ev": 0.882, "homo_energy_ev": -7.8, "smiles": "Cc1c[nH]c2ccccc12.CC", "gap_ev": 8.7, "multiplicity": 1, "relative_energy_ev": 0.2445, "species": ["C", "C", "C", "N", "C", "C", "C", "C", "C", "C", "H", "H", "H", "H", "H", "H", "H", "H", "H", "C", "C", "H", "H", "H", "H", "H", "H"], "xyz": [[-0.69657, 2.56540, -1.47152], [-0.38940, 1.11841, -1.21503], [0.69057, 0.45594, -1.68423], [0.75027, -0.80672, -1.15843], [-0.35121, -0.99272, -0.36281], [-0.78826, -2.15724, 0.27133], [-2.04164, -2.12903, 0.84440], [-2.81710, -0.95919, 0.85181], [-2.32457, 0.20218, 0.30760], [-1.08375, 0.20183, -0.34723], [-0.33270, 3.17071, -0.64218], [-1.76258, 2.73915, -1.62001], [-0.19725, 2.91989, -2.37448], [1.42903, 0.75804, -2.40858], [1.41416, -1.50000, -1.45007], [-0.14527, -3.02895, 0.27663], [-2.41740, -3.02172, 1.33470], [-3.77657, -0.95071, 1.34502], [-2.83854, 1.15299, 0.36250], [3.15457, 0.32727, 1.22869], [4.05209, 1.23077, 2.06498], [3.30945, 0.52626, 0.16334], [3.38784, -0.73272, 1.36623], [2.08648, 0.42846, 1.43392], [3.53003, 2.06254, 2.54138], [4.85552, 1.66796, 1.47142], [4.54613, 0.68974, 2.87363]]}

***

{"formula": "C11H15N", "method": "ωB97M-V/def2-TZVPD", "lumo_energy_ev": 0.880, "homo_energy_ev": -7.7, "smiles": "Cc1c[nH]c2ccccc12.CC", "gap_ev": 8.6, "multiplicity": 1, "relative_energy_ev": 2.2169, "species": ["C", "C", "C", "N", "C", "C", "C", "C", "C", "C", "H", "H", "H", "H", "H", "H", "H", "H", "H", "C", "C", "H", "H", "H", "H", "H", "H"], "xyz": [[0.11999, -3.15748, -2.39247], [0.05182, -2.14164, -1.29232], [-0.96082, -2.27395, -0.29318], [-0.58038, -1.49544, 0.82211], [0.55442, -0.79319, 0.46335], [1.26740, 0.29810, 1.07104], [2.42309, 0.63426, 0.37390], [2.81503, 0.39608, -0.95887], [2.10721, -0.67179, -1.49442], [1.04113, -1.21035, -0.77688], [-0.93426, -3.45149, -2.75291], [0.62677, -4.08164, -2.15966], [0.71940, -2.86824, -3.23140], [-1.91521, -2.86719, -0.28897], [-1.21594, -1.31434, 1.57474], [0.94506, 0.83370, 1.96715], [2.97826, 1.56689, 0.85792], [3.68478, 0.71802, -1.40899], [2.46718, -1.15230, -2.43092], [-1.73441, 3.58073, 1.30713], [-2.32529, 2.23218, 1.83410], [-0.59979, 3.45326, 1.36272], [-2.14568, 3.76519, 0.25913], [-2.12249, 4.36389, 2.11414], [-1.85986, 1.52309, 1.12396], [-2.02250, 2.04992, 2.77332], [-3.38491, 2.06373, 1.57627]]}

***

{"formula": "C11H15N", "method": "ωB97M-V/def2-TZVPD", "lumo_energy_ev": 0.875, "homo_energy_ev": -7.7, "smiles": "Cc1c[nH]c2ccccc12.CC", "gap_ev": 8.6, "multiplicity": 1, "relative_energy_ev": 1.0561, "species": ["C", "C", "C", "N", "C", "C", "C", "C", "C", "C", "H", "H", "H", "H", "H", "H", "H", "H", "H", "C", "C", "H", "H", "H", "H", "H", "H"], "xyz": [[0.57771, -1.87943, -0.74403], [-0.18948, -0.73470, -1.25486], [-0.33308, -0.39512, -2.56875], [-1.36225, 0.55107, -2.67377], [-1.72748, 0.95760, -1.41909], [-2.59659, 1.94527, -0.98458], [-2.58433, 2.22116, 0.38074], [-1.70484, 1.65867, 1.26956], [-0.94638, 0.57091, 0.87778], [-0.95937, 0.17213, -0.45958], [0.22042, -2.39335, 0.14173], [1.54354, -1.47634, -0.36927], [0.92067, -2.45876, -1.60365], [0.08055, -0.84160, -3.45663], [-1.47621, 1.04928, -3.54081], [-3.23422, 2.47918, -1.67587], [-3.38355, 2.91019, 0.64608], [-1.60756, 2.02852, 2.28260], [-0.28498, -0.01002, 1.51207], [3.78134, -1.71002, 3.44584], [4.96945, -1.81423, 2.53333], [3.32787, -0.72892, 3.55021], [3.04044, -2.45843, 3.14435], [3.87437, -2.15431, 4.45062], [5.69390, -2.55529, 2.87107], [5.57232, -0.89414, 2.52591], [4.69696, -1.94122, 1.48774]]}

***

{"formula": "C11H15N", "method": "ωB97M-V/def2-TZVPD", "lumo_energy_ev": 0.929, "homo_energy_ev": -7.7, "smiles": "Cc1c[nH]c2ccccc12.CC", "gap_ev": 8.7, "multiplicity": 1, "relative_energy_ev": 2.4781, "species": ["C", "C", "C", "N", "C", "C", "C", "C", "C", "C", "H", "H", "H", "H", "H", "H", "H", "H", "H", "C", "C", "H", "H", "H", "H", "H", "H"], "xyz": [[0.33737, -3.36463, 0.68062], [0.92707, -2.00682, 0.74843], [2.13694, -1.56113, 0.13411], [2.32019, -0.16034, 0.18633], [1.19496, 0.23109, 0.90910], [0.77442, 1.57814, 1.23153], [-0.45398, 1.77863, 1.79658], [-1.39365, 0.59585, 1.88250], [-1.08359, -0.71205, 1.58182], [0.26499, -0.82813, 1.12830], [0.99726, -4.18259, 1.07743], [-0.12017, -3.67384, -0.25698], [-0.57267, -3.41008, 1.37186], [2.97479, -2.17640, -0.24575], [2.97540, 0.42797, -0.09437], [1.31041, 2.39745, 0.73843], [-0.83433, 2.61452, 2.27702], [-2.36569, 0.87757, 2.25197], [-1.88798, -1.50606, 1.41880], [-1.61779, 1.76739, -1.95530], [-0.28633, 1.51705, -2.66950], [-2.20135, 1.83694, -2.86138], [-1.99611, 0.91012, -1.44531], [-1.63754, 2.66505, -1.40976], [0.38429, 0.76717, -2.20904], [0.32472, 2.49295, -2.51436], [-0.47164, 1.12418, -3.75309]]}

***

{"formula": "C11H15N", "method": "ωB97M-V/def2-TZVPD", "lumo_energy_ev": 0.936, "homo_energy_ev": -7.8, "smiles": "Cc1c[nH]c2ccccc12.CC", "gap_ev": 8.8, "multiplicity": 1, "relative_energy_ev": 2.5549, "species": ["C", "C", "C", "N", "C", "C", "C", "C", "C", "C", "H", "H", "H", "H", "H", "H", "H", "H", "H", "C", "C", "H", "H", "H", "H", "H", "H"], "xyz": [[-3.88002, -0.54708, -0.15850], [-2.67219, -0.88692, 0.45104], [-2.45119, -1.60907, 1.64021], [-1.11033, -2.11367, 1.84490], [-0.36892, -1.55475, 0.76967], [1.01073, -1.53811, 0.46049], [1.46254, -1.13384, -0.77653], [0.52704, -0.65566, -1.64605], [-0.86470, -0.57001, -1.41578], [-1.35964, -0.98789, -0.12596], [-4.76754, -0.44515, 0.59271], [-4.42795, -1.46434, -0.50901], [-4.01286, 0.30648, -0.76979], [-3.21852, -2.19307, 2.21365], [-0.67247, -2.43181, 2.62980], [1.70036, -1.96749, 1.15898], [2.50982, -1.36072, -0.98262], [0.96284, -0.20697, -2.55418], [-1.59837, -0.03489, -2.03556], [2.57808, 3.26020, 0.22662], [3.17185, 2.11655, -0.54485], [2.83007, 3.16274, 1.42067], [3.08995, 4.12970, -0.02981], [1.46962, 3.29245, 0.28252], [4.15947, 1.83451, 0.01068], [2.52168, 1.23009, -0.57548], [3.41065, 2.36871, -1.57784]]}

***

{"formula": "C11H15N", "method": "ωB97M-V/def2-TZVPD", "lumo_energy_ev": 0.958, "homo_energy_ev": -7.9, "smiles": "Cc1c[nH]c2ccccc12.CC", "gap_ev": 8.8, "multiplicity": 1, "relative_energy_ev": 0.4992, "species": ["C", "C", "C", "N", "C", "C", "C", "C", "C", "C", "H", "H", "H", "H", "H", "H", "H", "H", "H", "C", "C", "H", "H", "H", "H", "H", "H"], "xyz": [[2.09742, 2.82299, -0.68291], [0.96898, 1.84746, -0.65790], [0.25895, 1.33748, -1.69694], [-0.65846, 0.41350, -1.22618], [-0.48123, 0.24547, 0.11944], [-1.21972, -0.50032, 1.03976], [-1.03297, -0.24917, 2.37935], [-0.07002, 0.69451, 2.79398], [0.70457, 1.38094, 1.88873], [0.53513, 1.13692, 0.51569], [2.71014, 2.79441, -1.59034], [2.78699, 2.61002, 0.12758], [1.79703, 3.86405, -0.58850], [0.16670, 1.62720, -2.73198], [-1.14709, -0.22230, -1.83087], [-1.97135, -1.20771, 0.70173], [-1.54607, -0.82596, 3.14249], [-0.03163, 0.93875, 3.85179], [1.46247, 2.06870, 2.25057], [-0.93037, -4.21567, -1.28521], [-0.25785, -2.96225, -1.91725], [-0.85326, -5.17339, -1.79826], [-0.47962, -4.40082, -0.30200], [-1.95753, -3.95698, -1.03741], [0.27380, -3.19363, -2.83609], [-1.01648, -2.23089, -2.18105], [0.36560, -2.54174, -1.12925]]}

***

{"formula": "C11H15N", "method": "ωB97M-V/def2-TZVPD", "lumo_energy_ev": 0.931, "homo_energy_ev": -8.2, "smiles": "Cc1c[nH]c2ccccc12.CC", "gap_ev": 9.1, "multiplicity": 1, "relative_energy_ev": 0.7336, "species": ["C", "C", "C", "N", "C", "C", "C", "C", "C", "C", "H", "H", "H", "H", "H", "H", "H", "H", "H", "C", "C", "H", "H", "H", "H", "H", "H"], "xyz": [[-0.42022, 2.13737, 1.26073], [0.44388, 0.92519, 1.24457], [0.96036, 0.20728, 2.25742], [1.91467, -0.75592, 1.80292], [1.96990, -0.57260, 0.41699], [2.71716, -1.26819, -0.53021], [2.42735, -1.01276, -1.85215], [1.61557, 0.06378, -2.24869], [0.92815, 0.80799, -1.30586], [1.08488, 0.43133, 0.02385], [-1.38520, 1.99354, 0.77567], [0.03507, 2.96437, 0.71826], [-0.49092, 2.52947, 2.27336], [0.58300, 0.18960, 3.26715], [2.75999, -0.54951, 2.32693], [3.41989, -2.03335, -0.22449], [2.94855, -1.54147, -2.63561], [1.58614, 0.24142, -3.31286], [0.33220, 1.66390, -1.59108], [-2.69319, -1.50339, -0.11023], [-3.19297, -0.11745, -0.51558], [-3.40691, -2.26675, -0.41161], [-1.84460, -1.74606, -0.74742], [-2.42989, -1.56613, 0.94368], [-3.02986, 0.10826, -1.57369], [-2.60206, 0.65857, -0.03799], [-4.23093, 0.01152, -0.21406]]}

***

{"formula": "C11H15N", "method": "ωB97M-V/def2-TZVPD", "lumo_energy_ev": 0.933, "homo_energy_ev": -7.8, "smiles": "Cc1c[nH]c2ccccc12.CC", "gap_ev": 8.7, "multiplicity": 1, "relative_energy_ev": 2.7105, "species": ["C", "C", "C", "N", "C", "C", "C", "C", "C", "C", "H", "H", "H", "H", "H", "H", "H", "H", "H", "C", "C", "H", "H", "H", "H", "H", "H"], "xyz": [[3.81942, -0.25226, -0.80608], [2.69188, 0.46342, -0.23883], [2.55702, 1.62953, 0.54712], [1.25509, 1.62396, 1.11601], [0.65062, 0.40905, 0.93134], [-0.40440, -0.09155, 1.64805], [-0.83034, -1.33665, 1.20896], [-0.14370, -2.00211, 0.12225], [1.05903, -1.54295, -0.43321], [1.42212, -0.23194, -0.04226], [4.80542, 0.43248, -0.59969], [3.59881, -0.31110, -1.87989], [3.97363, -1.27365, -0.26750], [3.20505, 2.27547, 0.85956], [0.86200, 2.26525, 1.79360], [-0.80661, 0.24717, 2.59947], [-1.63689, -1.71501, 1.76434], [-0.59182, -2.94458, -0.06566], [1.55153, -2.00338, -1.30376], [-3.61350, 0.51778, -1.60869], [-3.22188, 0.66840, -0.08776], [-3.02646, -0.24797, -2.17188], [-4.49063, 0.06605, -1.47244], [-3.46272, 1.37426, -2.36799], [-3.20717, -0.36829, 0.26863], [-3.84161, 1.37485, 0.34746], [-2.17389, 0.97378, 0.13881]]}